The following is a DFT calculation (ωB97M-V/def2-TZVPD) of a 3-piece molecular cluster, C3H7NO7 overall.

```
18
Properties=species:S:1:pos:R:3:forces:R:3
N 1.612184 -0.936648 -1.453394 1.9 3.6 1.5
O 1.115551 -1.837027 -0.824916 -2.0 -2.5 0.6
O 2.428105 -0.900742 -2.378542 0.2 0.0 -2.0
C 0.195020 -1.447805 1.913983 -0.4 0.1 0.4
O 0.383974 -0.097804 1.411725 -1.0 -1.8 0.5
C -0.626864 0.268429 0.543052 0.7 1.6 -0.6
O 0.966408 0.548687 -1.030426 1.0 -1.9 -1.1
C 0.569613 1.432585 -2.030763 0.2 0.0 0.9
O -0.931143 1.427684 0.456219 -0.2 -1.0 0.3
O -3.131122 1.693201 2.373434 1.1 2.8 2.5
O -3.563709 0.792493 1.615677 -1.5 -2.9 -2.2
H 1.131374 -1.886288 2.282530 0.1 0.6 -0.2
H -0.502452 -1.389335 2.777083 0.2 -0.1 -0.5
H -0.181501 -2.186561 1.176625 0.1 0.8 0.1
H -0.931830 -0.535019 -0.172230 -0.2 0.2 1.0
H 1.135364 1.286272 -2.956598 -0.1 0.0 -0.1
H -0.533288 1.391868 -2.156435 0.4 0.2 -0.3
H 0.864313 2.376011 -1.547024 -0.4 0.4 -0.8
```
Positions in Å, forces in eV/Å.

Output
Largest force on an atom: 0.084 Eh/bohr
Highest occupied orbital energy (spin up / spin down): 2.29 / 1.73 eV
Charge: -2

natural (NBO) population analysis, charges in e, atoms 1 to 6: atom 1 (N): 0.55, atom 2 (O): -0.57, atom 3 (O): -0.61, atom 4 (C): -0.26, atom 5 (O): -0.54, atom 6 (C): 0.68